(1)
Below is a cluster of 11 separate species, C43H118N10O11 in total, with properties calculated with wB97M-V/def2-TZVPD.

## Properties
- SMILES = COC[C@H](C)N.COC[C@H](C)N.COC[C@H](C)N.COC[C@H](C)N.COC[C@H](C)N.COC[C@H](C)N.COC[C@H](C)N.COC[C@H](C)N.COC[C@H](C)N.COC[C@H](C)N.CC(C)O
- HOMO energy (eV) = -8.69
- energy relative to the best compared isomer or geometry (same formula, charge and spin) (kcal per mole) = 0.60
- LUMO energy (eV) = 0.6064
- E (hartree) = -3084.0863
- orbital gap (Eh) = 0.3415

Cartesian coordinates (Å):
C (-1.708, -2.302, 3.937)
C (-1.817, -1.592, 5.349)
C (-1.292, -0.140, 5.345)
O (-2.026, 0.575, 4.332)
C (-1.843, 1.991, 4.387)
N (-3.233, -1.786, 5.803)
H (-0.751, -2.086, 3.517)
H (-2.582, -2.051, 3.327)
H (-1.665, -3.389, 4.130)
H (-1.199, -2.173, 6.095)
H (-0.200, -0.089, 5.151)
H (-1.430, 0.418, 6.266)
H (-2.093, 2.390, 5.374)
H (-2.536, 2.440, 3.632)
H (-0.778, 2.201, 4.220)
H (-3.812, -1.191, 5.170)
H (-3.272, -1.331, 6.733)
C (-4.322, 1.222, -0.514)
C (-5.002, 2.176, 0.462)
C (-6.373, 1.587, 0.798)
O (-7.122, 2.435, 1.680)
C (-7.867, 1.674, 2.631)
N (-4.176, 2.349, 1.638)
H (-3.907, 0.333, 0.006)
H (-3.482, 1.742, -0.979)
H (-4.990, 0.839, -1.271)
H (-5.121, 3.142, -0.059)
H (-6.196, 0.623, 1.322)
H (-6.957, 1.349, -0.066)
H (-7.138, 1.336, 3.413)
H (-8.422, 0.835, 2.197)
H (-8.550, 2.417, 3.075)
H (-4.747, 2.770, 2.375)
H (-3.944, 1.497, 2.064)
C (2.679, -3.541, -2.622)
C (1.323, -3.243, -3.255)
C (1.470, -1.912, -4.086)
O (0.213, -1.394, -4.608)
C (0.407, -0.211, -5.348)
N (0.838, -4.292, -4.173)
H (2.991, -2.685, -2.060)
H (3.429, -3.599, -3.442)
H (2.647, -4.483, -2.029)
H (0.651, -3.147, -2.389)
H (2.188, -2.095, -4.871)
H (1.856, -1.100, -3.432)
H (-0.572, 0.229, -5.474)
H (0.885, -0.251, -6.352)
H (1.058, 0.406, -4.698)
H (1.634, -4.560, -4.744)
H (0.110, -3.862, -4.724)
C (-3.181, -0.997, -3.194)
C (-2.734, -2.300, -2.466)
C (-3.902, -2.988, -1.731)
O (-4.389, -2.156, -0.735)
C (-5.435, -2.772, -0.009)
N (-2.283, -3.153, -3.505)
H (-3.360, -0.248, -2.418)
H (-4.073, -1.176, -3.830)
H (-2.362, -0.636, -3.836)
H (-2.001, -2.136, -1.708)
H (-3.589, -3.985, -1.305)
H (-4.663, -3.151, -2.487)
H (-5.184, -3.698, 0.488)
H (-6.301, -2.970, -0.633)
H (-5.754, -2.140, 0.807)
H (-1.422, -2.822, -3.914)
H (-2.043, -4.070, -3.122)
C (0.483, 4.979, 0.852)
C (-0.865, 4.460, 1.349)
C (-1.520, 5.558, 2.156)
O (-0.801, 5.788, 3.367)
C (-1.333, 6.862, 4.184)
N (-1.717, 4.007, 0.226)
H (1.070, 5.296, 1.756)
H (0.443, 5.816, 0.125)
H (1.012, 4.172, 0.293)
H (-0.618, 3.671, 2.045)
H (-2.555, 5.204, 2.398)
H (-1.558, 6.489, 1.609)
H (-0.554, 6.973, 4.926)
H (-2.348, 6.646, 4.602)
H (-1.318, 7.762, 3.566)
H (-2.305, 3.261, 0.527)
H (-1.236, 3.746, -0.620)
C (5.765, -1.045, -4.175)
C (5.154, 0.246, -3.528)
C (4.663, -0.073, -2.165)
O (4.194, 1.067, -1.510)
C (4.044, 0.843, -0.127)
N (6.244, 1.202, -3.470)
H (6.595, -1.436, -3.532)
H (6.073, -0.857, -5.217)
H (5.004, -1.865, -4.177)
H (4.301, 0.548, -4.192)
H (5.416, -0.619, -1.633)
H (3.808, -0.771, -2.173)
H (3.724, 1.753, 0.387)
H (4.967, 0.504, 0.332)
H (3.322, -0.024, 0.096)
H (6.880, 1.151, -4.235)
H (5.803, 2.126, -3.337)
C (0.961, 4.355, -2.677)
C (2.079, 3.884, -3.574)
C (2.317, 4.861, -4.770)
O (1.206, 4.965, -5.564)
C (1.378, 5.663, -6.748)
N (3.344, 3.717, -2.775)
H (-0.012, 4.364, -3.143)
H (1.293, 5.354, -2.336)
H (0.905, 3.674, -1.849)
H (1.902, 2.897, -4.066)
H (3.206, 4.456, -5.299)
H (2.616, 5.868, -4.428)
H (1.933, 6.589, -6.519)
H (0.364, 5.924, -7.098)
H (1.940, 5.115, -7.535)
H (3.334, 2.824, -2.257)
H (3.452, 4.464, -2.085)
C (-1.101, -4.482, 0.002)
C (-0.766, -5.932, -0.331)
C (-1.921, -6.709, -0.894)
O (-2.120, -6.081, -2.160)
C (-3.180, -6.598, -2.950)
N (0.405, -5.954, -1.179)
H (-0.473, -4.100, 0.827)
H (-2.103, -4.303, 0.368)
H (-0.914, -3.789, -0.816)
H (-0.425, -6.493, 0.616)
H (-2.775, -6.571, -0.197)
H (-1.720, -7.795, -1.017)
H (-2.986, -7.640, -3.358)
H (-3.196, -5.955, -3.825)
H (-4.138, -6.626, -2.471)
H (0.216, -5.558, -2.101)
H (0.680, -6.909, -1.359)
C (2.651, -3.543, 1.022)
C (3.240, -3.219, 2.385)
C (2.351, -3.618, 3.567)
O (2.847, -3.249, 4.824)
C (3.045, -1.830, 5.183)
N (4.614, -3.777, 2.483)
H (2.684, -4.625, 0.828)
H (3.223, -3.092, 0.227)
H (1.606, -3.237, 0.942)
H (3.352, -2.131, 2.396)
H (2.261, -4.713, 3.661)
H (1.328, -3.236, 3.373)
H (3.833, -1.346, 4.596)
H (3.328, -1.869, 6.238)
H (2.092, -1.296, 4.959)
H (4.518, -4.766, 2.587)
H (5.180, -3.431, 3.202)
C (-1.105, -0.698, 0.747)
C (0.276, -0.108, 0.816)
C (0.191, 1.315, 0.366)
O (-0.535, 1.540, -0.807)
C (0.146, 0.910, -1.874)
N (0.697, -0.230, 2.193)
H (-1.108, -1.768, 1.007)
H (-1.591, -0.593, -0.195)
H (-1.648, -0.065, 1.496)
H (1.077, -0.556, 0.180)
H (1.217, 1.634, 0.186)
H (-0.252, 1.963, 1.112)
H (0.282, -0.174, -1.705)
H (1.116, 1.355, -2.136)
H (-0.542, 0.905, -2.721)
H (-0.064, 0.022, 2.831)
H (1.517, 0.341, 2.400)
C (2.513, 3.708, 4.342)
C (3.688, 3.298, 3.482)
C (4.689, 2.511, 4.261)
O (3.116, 2.408, 2.465)
H (1.676, 4.055, 3.707)
H (2.686, 4.474, 5.070)
H (2.176, 2.879, 4.959)
H (4.131, 4.173, 3.020)
H (5.477, 2.089, 3.627)
H (4.097, 1.645, 4.695)
H (5.102, 3.080, 5.064)
H (2.306, 2.873, 2.169)

(2)
Below is a cluster of 2 separate species, C3H8O3 in total, with properties calculated with wB97M-V/def2-TZVPD.

## Properties
- spin multiplicity = 2
- HOMO energy (spin up / spin down) (eV) = 0.32 / -3.37
- energy relative to the best compared isomer or geometry (same formula, charge and spin) (kcal per mole) = 3.97
- LUMO energy (spin up / spin down) (eV) = 4.0414 / 3.9179
- E (hartree) = -344.7716
- net charge = -1
- orbital gap (spin up / spin down) (Eh) = 0.1367 / 0.2678

Cartesian coordinates (Å):
O (-1.851, 0.617, -0.194)
C (-1.058, 0.629, 0.832)
C (0.188, -0.146, 1.122)
C (1.543, 0.505, 0.741)
O (1.734, 0.547, -0.671)
H (-1.297, 1.363, 1.634)
H (0.257, -0.344, 2.214)
H (0.133, -1.093, 0.566)
H (1.539, 1.537, 1.108)
H (2.375, -0.006, 1.252)
H (2.200, -0.248, -0.937)
H (-1.389, -1.036, -1.192)
H (-0.879, -1.894, -2.420)
O (-0.700, -1.666, -1.506)